#A
Here is one molecule with the formula C5H8N2O2 from OMol25. Energies are from the ωB97M-V functional and the def2-TZVPD basis.

Output
- SMILES = C/C=C(/N=C\N)C(=O)O
- gap between HOMO and LUMO (eV) = 9.30

Geometry as XYZ:
```
17
C5H8N2O2 the ωB97M-V functional and the def2-TZVPD basis
C -2.259 -1.609 0.212
C -0.745 -1.368 -0.135
C -0.093 -0.197 -0.384
N 1.121 -0.010 -1.067
C 2.234 -0.348 -0.417
N 2.334 -0.727 0.971
C -0.736 1.079 -0.026
O -1.886 1.185 0.175
O 0.129 2.108 0.178
H -2.715 -2.366 -0.747
H -2.248 -2.340 1.060
H -2.986 -0.723 0.388
H -0.425 -2.380 -0.624
H 3.126 -0.356 -0.988
H 3.345 -0.958 1.185
H 1.673 -0.341 1.776
H -0.309 2.935 0.297
```

Let us look at the natural (NBO) charges, expressed in e, one per atom: -0.646 -0.158 -0.038 -0.475 0.305 -0.875 0.758 -0.579 -0.694 0.205 0.215 0.262 0.216 0.180 0.397 0.432 0.495


#B
Here is a 2-piece molecular cluster, C5H8N2O2 overall from OMol25. Energies are from the ωB97M-V functional and the def2-TZVPD basis.

Output
- SMILES = c1c[nH]cn1.CC(=O)O
- gap between HOMO and LUMO (eV) = 9.77

Geometry as XYZ:
```
17
C5H8N2O2 the ωB97M-V functional and the def2-TZVPD basis
C -0.423 0.774 -1.980
C -0.145 1.530 -3.098
N -0.993 2.607 -3.018
C -1.735 2.466 -1.883
N -1.413 1.361 -1.229
H 0.040 -0.166 -1.678
H 0.560 1.403 -3.920
H -1.056 3.376 -3.689
H -2.490 3.192 -1.583
C -5.470 2.013 3.578
C -4.645 2.152 2.334
O -4.707 3.054 1.529
O -3.782 1.110 2.200
H -6.164 2.865 3.672
H -4.821 1.989 4.469
H -6.060 1.081 3.546
H -3.284 1.288 1.356
```

Let us look at the natural (NBO) charges, expressed in e, one per atom: -0.099 -0.119 -0.523 0.155 -0.472 0.211 0.221 0.422 0.207 -0.731 0.791 -0.599 -0.691 0.236 0.242 0.242 0.508


Which structure is the least stable? The one labeled #A.


#A
Here is C2H3N3O2 as an isolated structure from OMol25. Energies are from the ωB97M-V functional and the def2-TZVPD basis.

Output
- gap between HOMO and LUMO (eV) = 10.40

Geometry as XYZ:
```
10
C2H3N3O2 the ωB97M-V functional and the def2-TZVPD basis
N -1.729 -0.036 -0.123
C -0.532 -0.477 0.332
N -0.092 -1.274 1.211
O 0.578 -1.196 -0.222
C 1.616 0.246 -0.274
O 2.742 0.028 -0.541
N 0.629 1.022 -0.010
H -1.681 0.562 -0.935
H -2.462 -0.732 -0.128
H 0.834 1.981 0.241
```

Let us look at the natural (NBO) charges, expressed in e, one per atom: -0.829 0.650 -0.178 -0.402 0.893 -0.514 -0.847 0.411 0.408 0.409


#B
Here is one molecule with the formula C2H3N3O2 from OMol25. Energies are from the ωB97M-V functional and the def2-TZVPD basis.

Output
- SMILES = Nn1cnc(=O)o1
- gap between HOMO and LUMO (eV) = 10.25

Geometry as XYZ:
```
10
C2H3N3O2 the ωB97M-V functional and the def2-TZVPD basis
N 0.742 0.559 -1.442
N 0.218 -0.181 -0.566
C 0.774 -0.714 0.568
N -0.027 -0.895 1.514
C -1.316 -0.298 1.111
O -2.376 -0.206 1.610
O -1.135 0.288 -0.134
H 0.344 0.559 -2.317
H 0.867 1.604 -1.013
H 1.911 -0.715 0.671
```

Let us look at the natural (NBO) charges, expressed in e, one per atom: -0.575 -0.007 0.264 -0.520 0.834 -0.538 -0.393 0.377 0.333 0.224


#C
Here is one molecule with the formula C2H3N3O2 from OMol25. Energies are from the ωB97M-V functional and the def2-TZVPD basis.

Output
- SMILES = Nc1nc(=O)o[nH]1
- gap between HOMO and LUMO (eV) = 10.09

Geometry as XYZ:
```
10
C2H3N3O2 the ωB97M-V functional and the def2-TZVPD basis
N -1.141 -0.966 1.003
C -0.352 -0.241 0.171
N -0.625 0.166 -1.042
C 0.482 0.854 -1.495
O 0.684 1.447 -2.542
O 1.504 0.683 -0.534
N 0.950 0.167 0.570
H -0.884 -0.922 1.970
H -2.228 -0.709 0.904
H 1.611 -0.480 0.994
```

Let us look at the natural (NBO) charges, expressed in e, one per atom: -0.791 0.565 -0.577 0.824 -0.568 -0.345 -0.317 0.394 0.423 0.391


#D
Here is one molecule with the formula C2H3N3O2 from OMol25. Energies are from the ωB97M-V functional and the def2-TZVPD basis.

Output
- SMILES = [H]/N=c1\[nH]oc(=O)[nH]1
- gap between HOMO and LUMO (eV) = 10.43

Geometry as XYZ:
```
10
C2H3N3O2 the ωB97M-V functional and the def2-TZVPD basis
H 3.086 -0.086 -0.424
N 2.340 -0.804 -0.189
C 1.164 -0.139 0.089
N 0.799 1.195 0.094
O -0.753 1.221 -0.219
C -1.232 -0.148 0.018
O -2.377 -0.607 -0.071
N -0.100 -0.848 0.262
H 1.029 1.903 0.875
H 0.055 -1.809 0.059
```

Let us look at the natural (NBO) charges, expressed in e, one per atom: 0.360 -0.691 0.537 -0.363 -0.372 0.875 -0.557 -0.650 0.427 0.434


Which structure is the least stable? The one labeled #A.